No. 1
Formula: C29H69Br6NO17P4
Source: the OMol25 dataset
Level of theory: the ωB97M-V functional and the def2-TZVPD basis

Properties
HOMO energy (eV): -9.3
Largest force on an atom (eV Å⁻¹): 3.31
Multiplicity: 1
Charge: 0
Relative energy (zero: lowest compared OMol25 entry of this formula, charge and spin) (kJ/mol): 285.67
E_tot (eV): -524907.110

CARTESIAN COORDINATES (ANGSTROEM)
C1 -0.843 -3.367 -11.064
O1 -0.399 -4.272 -10.338
N1 -1.697 -2.411 -10.615
C2 -2.262 -1.362 -11.467
C3 -2.115 -2.400 -9.245
H1 -0.582 -3.223 -12.124
H2 -1.760 -0.426 -11.219
H3 -3.332 -1.176 -11.370
H4 -2.009 -1.483 -12.520
H5 -3.157 -2.138 -9.057
H6 -1.984 -3.335 -8.700
H7 -1.531 -1.641 -8.725
C4 -8.769 0.621 -6.269
Br1 -8.652 2.438 -7.008
Br2 -7.436 -0.733 -6.852
Br3 -10.543 -0.111 -6.767
H8 -8.609 0.935 -5.237
C5 -7.077 -4.386 -11.861
Br4 -8.963 -4.490 -11.401
Br5 -6.768 -5.210 -13.687
Br6 -5.948 -5.225 -10.449
H9 -6.739 -3.356 -11.975
C6 -1.956 -2.143 -18.447
C7 -0.522 -2.561 -18.384
O2 0.288 -1.471 -18.007
P1 1.630 -1.756 -17.200
O3 1.513 -2.740 -16.082
O4 2.671 -2.105 -18.372
C8 3.297 -3.359 -18.448
C9 4.829 -3.153 -18.211
O5 2.171 -0.280 -16.804
C10 1.577 0.367 -15.721
C11 0.535 1.420 -16.215
H10 -2.217 -1.717 -19.416
H11 -2.584 -2.982 -18.147
H12 -2.061 -1.335 -17.724
H13 -0.404 -3.418 -17.721
H14 -0.338 -3.006 -19.362
H15 2.938 -4.236 -17.910
H16 3.099 -3.867 -19.392
H17 5.011 -3.002 -17.147
H18 5.311 -4.114 -18.387
H19 5.245 -2.385 -18.863
H20 1.073 -0.330 -15.052
H21 2.279 0.856 -15.046
H22 0.903 2.075 -17.004
H23 -0.327 0.928 -16.666
H24 0.131 2.069 -15.437
C12 -11.200 -2.394 -16.139
C13 -10.265 -1.347 -16.749
O6 -9.176 -1.240 -15.841
P2 -8.859 0.205 -15.156
O7 -7.596 0.309 -14.390
O8 -10.150 0.455 -14.246
C14 -10.191 1.474 -13.300
C15 -10.967 2.580 -14.008
O9 -9.116 1.267 -16.330
C16 -8.069 1.600 -17.139
C17 -8.404 1.441 -18.619
H25 -11.347 -2.060 -15.112
H26 -12.076 -2.350 -16.787
H27 -10.745 -3.378 -16.251
H28 -9.896 -1.828 -17.655
H29 -10.814 -0.424 -16.934
H30 -10.782 1.082 -12.472
H31 -9.219 1.843 -12.971
H32 -10.533 3.012 -14.909
H33 -12.003 2.305 -14.205
H34 -10.932 3.422 -13.316
H35 -7.820 2.643 -16.943
H36 -7.190 0.998 -16.909
H37 -9.289 2.052 -18.799
H38 -7.605 1.681 -19.322
H39 -8.660 0.405 -18.840
C18 4.607 -4.636 -11.321
C19 4.521 -3.198 -10.870
O10 4.116 -3.277 -9.520
P3 4.225 -2.009 -8.571
O11 5.541 -1.327 -8.609
O12 2.977 -1.102 -9.142
C20 2.907 0.300 -9.042
C21 2.696 0.595 -7.562
O13 3.750 -2.610 -7.191
C22 2.578 -3.389 -7.127
C23 2.332 -3.451 -5.607
H40 5.395 -5.029 -10.679
H41 3.727 -5.242 -11.107
H42 4.744 -4.814 -12.388
H43 5.382 -2.559 -11.062
H44 3.758 -2.645 -11.419
H45 3.746 0.809 -9.516
H46 2.044 0.620 -9.627
H47 3.612 0.551 -6.973
H48 2.228 1.566 -7.404
H49 2.012 -0.114 -7.094
H50 1.667 -2.981 -7.565
H51 2.691 -4.366 -7.597
H52 2.315 -2.433 -5.219
H53 1.320 -3.835 -5.473
H54 3.121 -4.067 -5.175
C24 -4.190 5.468 -10.771
C25 -4.690 6.518 -11.771
O14 -4.261 7.827 -11.425
P4 -5.233 8.839 -10.563
O15 -4.705 10.230 -10.322
O16 -6.617 8.769 -11.366
C26 -7.451 9.975 -11.446
C27 -7.081 10.889 -12.600
O17 -5.495 8.015 -9.206
C28 -4.506 7.796 -8.236
C29 -4.390 9.115 -7.439
H55 -4.579 4.522 -11.149
H56 -3.105 5.388 -10.696
H57 -4.500 5.442 -9.727
H58 -4.258 6.266 -12.740
H59 -5.755 6.612 -11.982
H60 -8.507 9.706 -11.450
H61 -7.425 10.573 -10.536
H62 -6.075 11.278 -12.438
H63 -6.975 10.394 -13.566
H64 -7.749 11.735 -12.760
H65 -4.891 7.059 -7.531
H66 -3.566 7.400 -8.618
H67 -3.986 8.812 -6.473
H68 -3.896 9.902 -8.008
H69 -5.364 9.451 -7.084

***

No. 2
Formula: C29H69Br6NO17P4
Source: the OMol25 dataset
Level of theory: the ωB97M-V functional and the def2-TZVPD basis

Properties
HOMO energy (eV): -9.4
Largest force on an atom (eV Å⁻¹): 5.22
Multiplicity: 1
Charge: 0
Relative energy (zero: lowest compared OMol25 entry of this formula, charge and spin) (kJ/mol): 575.15
E_tot (eV): -524904.109

CARTESIAN COORDINATES (ANGSTROEM)
C1 -1.537 -1.419 3.659
O1 -1.018 -0.291 3.802
N1 -1.748 -2.046 2.460
C2 -2.578 -3.244 2.275
C3 -1.394 -1.274 1.164
H1 -1.939 -1.841 4.593
H2 -1.998 -4.115 1.969
H3 -3.132 -3.132 1.344
H4 -3.309 -3.513 3.038
H5 -0.788 -0.368 1.176
H6 -0.775 -1.920 0.542
H7 -2.383 -0.980 0.812
C4 -7.029 -9.090 7.218
Br1 -7.823 -7.799 5.885
Br2 -5.090 -8.869 7.637
Br3 -7.537 -11.024 6.844
H8 -7.517 -8.913 8.176
C5 -6.285 -2.079 -5.440
Br4 -6.997 -0.191 -5.394
Br5 -7.339 -3.116 -4.095
Br6 -4.354 -2.130 -4.979
H9 -6.454 -2.464 -6.446
C6 13.752 7.347 7.506
C7 12.489 6.474 7.747
O2 11.496 7.422 7.630
P1 9.948 7.033 8.117
O3 10.015 6.112 9.240
O4 9.305 8.491 8.627
C8 8.815 9.313 7.672
C9 9.785 10.353 7.317
O5 9.176 6.444 6.819
C10 7.857 6.043 7.011
C11 7.631 4.648 6.367
H10 14.643 6.934 7.980
H11 13.908 7.447 6.432
H12 13.711 8.340 7.954
H13 12.365 5.702 6.989
H14 12.462 6.009 8.733
H15 8.379 8.773 6.831
H16 7.986 9.889 8.084
H17 9.070 11.066 6.906
H18 10.223 10.603 8.284
H19 10.539 10.066 6.584
H20 7.559 5.878 8.046
H21 7.231 6.790 6.523
H22 6.577 4.483 6.146
H23 8.101 4.694 5.384
H24 8.038 3.891 7.037
C12 1.143 -9.565 -0.200
C13 0.486 -9.867 -1.536
O6 -0.160 -11.118 -1.675
P2 -1.177 -11.575 -2.877
O7 -0.863 -10.901 -4.228
O8 -2.687 -11.257 -2.280
C14 -3.877 -11.837 -2.969
C15 -4.792 -12.628 -2.024
O9 -1.067 -13.167 -2.706
C16 -0.139 -13.929 -3.505
C17 -0.346 -15.364 -3.069
H25 1.481 -8.534 -0.300
H26 0.422 -9.728 0.601
H27 1.988 -10.216 0.023
H28 -0.100 -8.989 -1.809
H29 1.179 -9.883 -2.378
H30 -4.456 -11.049 -3.451
H31 -3.356 -12.418 -3.730
H32 -4.671 -12.153 -1.050
H33 -5.781 -12.358 -2.394
H34 -4.632 -13.706 -2.049
H35 -0.244 -13.837 -4.586
H36 0.841 -13.532 -3.241
H37 -0.210 -15.396 -1.988
H38 -1.405 -15.594 -3.192
H39 0.383 -15.970 -3.606
C18 2.599 2.081 -6.662
C19 3.289 2.982 -7.764
O10 3.274 2.371 -9.045
P3 2.085 2.620 -10.147
O11 1.846 4.051 -10.484
O12 2.516 1.656 -11.412
C20 1.880 2.022 -12.731
C21 0.960 0.977 -13.425
O13 0.713 1.939 -9.446
C22 -0.575 2.287 -9.911
C23 -1.082 3.359 -8.946
H40 1.535 1.964 -6.867
H41 2.826 1.021 -6.779
H42 2.739 2.456 -5.648
H43 2.828 3.969 -7.803
H44 4.312 3.236 -7.487
H45 1.624 3.079 -12.803
H46 2.775 1.975 -13.350
H47 0.838 1.174 -14.491
H48 1.153 -0.095 -13.468
H49 -0.007 1.146 -12.952
H50 -0.558 2.508 -10.978
H51 -1.238 1.430 -9.795
H52 -0.578 4.318 -9.075
H53 -2.109 3.439 -9.302
H54 -0.987 3.069 -7.900
C24 -7.109 8.199 1.527
C25 -7.331 6.646 1.735
O14 -6.468 6.376 2.910
P4 -7.265 5.997 4.282
O15 -8.483 6.760 4.620
O16 -7.409 4.354 4.110
C26 -8.321 3.726 3.265
C27 -8.116 2.261 3.235
O17 -6.003 5.912 5.260
C28 -4.728 5.346 4.955
C29 -3.724 6.250 5.658
H55 -7.326 8.757 2.438
H56 -6.202 8.472 0.987
H57 -7.873 8.605 0.864
H58 -8.359 6.495 2.062
H59 -6.931 6.011 0.944
H60 -9.282 4.145 3.563
H61 -8.226 3.978 2.209
H62 -7.849 1.731 4.149
H63 -8.964 1.862 2.678
H64 -7.292 2.159 2.529
H65 -4.670 4.323 5.324
H66 -4.422 5.291 3.910
H67 -2.699 5.890 5.574
H68 -3.656 7.224 5.173
H69 -3.940 6.336 6.723

***

No. 3
Formula: C29H69N5O12S3
Source: the OMol25 dataset
Level of theory: the ωB97M-V functional and the def2-TZVPD basis

Properties
HOMO energy (eV): -8.7
Largest force on an atom (eV Å⁻¹): 2.50
Multiplicity: 1
Charge: 0
Relative energy (zero: lowest compared OMol25 entry of this formula, charge and spin) (kJ/mol): 0.00
E_tot (eV): -95713.997

CARTESIAN COORDINATES (ANGSTROEM)
C1 -22.433 14.911 -5.484
S1 -22.327 15.053 -7.330
O1 -23.783 14.783 -7.694
C2 -22.008 16.860 -7.544
H1 -21.619 15.359 -4.912
H2 -22.424 13.903 -5.068
H3 -23.449 15.229 -5.247
H4 -21.768 17.128 -8.573
H5 -21.201 17.022 -6.829
H6 -22.834 17.528 -7.295
C3 -19.565 19.757 -9.418
S2 -18.953 21.261 -8.529
O2 -17.492 21.255 -8.410
C4 -19.366 22.468 -9.815
H7 -19.268 19.755 -10.465
H8 -20.635 19.702 -9.220
H9 -19.047 18.953 -8.894
H10 -20.264 23.059 -9.627
H11 -19.393 22.120 -10.849
H12 -18.670 23.304 -9.920
C5 -24.188 16.147 -10.656
S3 -22.908 16.263 -11.903
O3 -21.924 17.229 -11.350
C6 -22.171 14.597 -11.643
H13 -24.945 15.390 -10.866
H14 -24.874 16.995 -10.736
H15 -23.935 16.241 -9.600
H16 -22.710 13.745 -12.057
H17 -22.046 14.537 -10.562
H18 -21.195 14.461 -12.112
C7 -15.678 15.095 -13.354
O4 -15.690 16.257 -12.908
N1 -16.048 14.765 -14.578
C8 -15.964 13.436 -15.142
C9 -16.706 15.684 -15.484
H19 -15.180 14.262 -12.834
H20 -15.356 13.415 -16.048
H21 -16.940 12.982 -15.311
H22 -15.365 12.839 -14.453
H23 -17.611 15.226 -15.883
H24 -17.040 16.630 -15.060
H25 -16.046 15.967 -16.306
C10 -16.842 20.991 -12.264
O5 -17.061 21.813 -13.150
N2 -16.000 19.905 -12.300
C11 -15.802 19.032 -11.130
C12 -15.512 19.323 -13.540
H26 -17.243 21.134 -11.248
H27 -15.028 19.483 -10.509
H28 -15.373 18.073 -11.419
H29 -16.742 18.856 -10.608
H30 -15.604 20.055 -14.341
H31 -14.507 18.903 -13.591
H32 -16.157 18.472 -13.764
C13 -12.695 11.465 -9.172
O6 -13.213 12.299 -8.459
N3 -13.047 10.156 -9.298
C14 -12.339 9.177 -10.182
C15 -14.153 9.655 -8.545
H33 -11.863 11.674 -9.866
H34 -11.662 9.547 -10.947
H35 -13.162 8.618 -10.624
H36 -11.907 8.502 -9.442
H37 -13.773 9.709 -7.520
H38 -15.060 10.254 -8.603
H39 -14.229 8.575 -8.664
C16 -20.861 11.712 -7.014
O7 -20.896 12.306 -5.942
N4 -19.778 11.220 -7.638
C17 -18.422 11.444 -7.102
C18 -19.935 10.575 -8.901
H40 -21.792 11.597 -7.591
H41 -18.460 11.735 -6.054
H42 -17.870 12.202 -7.653
H43 -17.925 10.473 -7.108
H44 -20.885 10.807 -9.380
H45 -19.159 10.901 -9.595
H46 -19.862 9.499 -8.728
C19 -14.392 7.331 -13.308
O8 -13.283 7.600 -12.816
N5 -15.514 8.115 -13.172
C20 -16.815 7.880 -13.774
C21 -15.402 9.368 -12.442
H47 -14.740 6.352 -13.674
H48 -17.615 8.107 -13.068
H49 -16.801 6.797 -13.911
H50 -17.118 8.372 -14.699
H51 -15.277 10.171 -13.175
H52 -16.348 9.625 -11.968
H53 -14.543 9.487 -11.786
O9 -21.502 19.394 -16.720
C22 -20.632 20.036 -16.175
O10 -19.784 19.609 -15.237
C23 -20.107 18.447 -14.490
C24 -19.109 18.178 -13.378
C25 -20.358 21.474 -16.544
H54 -20.274 17.606 -15.163
H55 -21.064 18.641 -14.001
H56 -18.077 18.168 -13.730
H57 -19.358 17.241 -12.882
H58 -19.122 19.049 -12.723
H59 -19.665 21.908 -15.825
H60 -21.329 21.967 -16.487
H61 -19.989 21.569 -17.564
O11 -18.160 13.012 -11.785
C26 -17.288 13.313 -10.997
O12 -17.178 14.521 -10.453
C27 -18.057 15.603 -10.760
C28 -19.230 15.733 -9.824
C29 -16.338 12.372 -10.337
H62 -18.374 15.386 -11.783
H63 -17.447 16.500 -10.867
H64 -19.732 16.688 -9.967
H65 -18.912 15.643 -8.783
H66 -19.846 14.846 -9.970
H67 -16.700 11.349 -10.441
H68 -16.354 12.588 -9.271
H69 -15.308 12.436 -10.686

***

No. 4
Formula: C29H70N8O8Si
Source: the OMol25 dataset
Level of theory: the ωB97M-V functional and the def2-TZVPD basis

Properties
HOMO energy (eV): -9.1
Largest force on an atom (eV Å⁻¹): 0.48
Multiplicity: 1
Charge: 0
E_tot (eV): -67389.617
SMILES: CCCCC[SiH3].CNC(C)=O.CNC(C)=O.CNC(C)=O.CNC(C)=O.CNC(C)=O.CNC(C)=O.CNC(C)=O.CNC(C)=O

CARTESIAN COORDINATES (ANGSTROEM)
C1 2.025 -0.170 -0.247
C2 0.993 0.734 -0.936
C3 0.869 2.136 -0.314
C4 -0.431 2.436 0.444
C5 -1.724 2.095 -0.332
Si1 -2.617 0.559 0.275
H1 2.895 0.397 0.083
H2 1.581 -0.680 0.611
H3 2.363 -0.955 -0.924
H4 1.273 0.839 -1.988
H5 0.032 0.221 -0.937
H6 0.986 2.896 -1.092
H7 1.698 2.295 0.383
H8 -0.417 1.943 1.421
H9 -0.433 3.506 0.666
H10 -2.432 2.923 -0.222
H11 -1.519 2.024 -1.404
H12 -2.967 0.712 1.706
H13 -3.817 0.282 -0.538
H14 -1.718 -0.617 0.163
C6 2.284 -6.267 -2.313
N1 3.034 -5.201 -1.678
C7 3.052 -3.877 -1.980
C8 2.178 -3.412 -3.123
O1 3.747 -3.101 -1.345
H15 1.615 -6.748 -1.599
H16 2.954 -7.029 -2.714
H17 1.687 -5.870 -3.128
H18 3.629 -5.441 -0.900
H19 2.309 -2.340 -3.231
H20 2.460 -3.902 -4.056
H21 1.127 -3.626 -2.925
C9 -9.140 0.319 1.205
N2 -8.091 -0.429 0.547
C10 -7.134 0.038 -0.291
C11 -7.126 1.526 -0.582
O2 -6.309 -0.707 -0.795
H22 -9.056 0.231 2.289
H23 -10.125 -0.054 0.914
H24 -9.082 1.371 0.942
H25 -8.056 -1.427 0.723
H26 -6.304 1.728 -1.262
H27 -8.062 1.842 -1.046
H28 -6.984 2.104 0.332
C12 5.750 1.087 0.645
N3 5.264 2.427 0.910
C13 5.926 3.456 1.494
C14 7.342 3.220 1.953
O3 5.377 4.537 1.667
H29 5.714 0.873 -0.424
H30 5.137 0.349 1.165
H31 6.776 0.985 0.985
H32 4.319 2.652 0.640
H33 7.693 4.133 2.421
H34 7.384 2.429 2.700
H35 7.999 2.965 1.120
C15 7.832 -8.222 -1.564
N4 6.593 -8.964 -1.668
C16 5.431 -8.766 -0.989
C17 5.393 -7.626 0.004
O4 4.460 -9.474 -1.188
H36 8.097 -7.772 -2.523
H37 8.650 -8.872 -1.250
H38 7.732 -7.425 -0.834
H39 6.552 -9.736 -2.315
H40 4.406 -7.610 0.456
H41 6.139 -7.751 0.789
H42 5.579 -6.674 -0.498
C18 6.077 5.191 8.049
N5 6.877 4.461 7.088
C19 6.492 3.976 5.877
C20 5.054 4.191 5.470
O5 7.289 3.385 5.162
H43 6.500 6.180 8.235
H44 6.024 4.654 8.998
H45 5.068 5.322 7.673
H46 7.843 4.277 7.309
H47 4.915 3.767 4.480
H48 4.376 3.702 6.171
H49 4.797 5.250 5.439
C21 -9.802 -3.724 -2.597
N6 -9.584 -3.253 -1.239
C22 -9.019 -3.904 -0.199
C23 -8.558 -5.324 -0.429
O6 -8.865 -3.349 0.883
H50 -9.265 -3.108 -3.311
H51 -10.862 -3.689 -2.851
H52 -9.458 -4.748 -2.700
H53 -9.852 -2.306 -1.023
H54 -8.123 -5.690 0.496
H55 -9.393 -5.966 -0.713
H56 -7.807 -5.364 -1.218
C24 5.966 10.003 3.225
N7 5.109 9.415 4.232
C25 4.645 8.135 4.295
C26 5.068 7.183 3.204
O7 3.928 7.787 5.221
H57 6.893 10.371 3.668
H58 5.468 10.837 2.727
H59 6.219 9.261 2.475
H60 4.794 9.997 4.993
H61 4.600 6.222 3.374
H62 4.763 7.542 2.221
H63 6.150 7.050 3.198
C27 -7.677 -0.025 -6.842
N8 -8.239 -1.160 -6.138
C28 -9.414 -1.799 -6.375
C29 -10.270 -1.289 -7.511
O8 -9.757 -2.749 -5.688
H64 -6.713 -0.282 -7.283
H65 -7.532 0.817 -6.164
H66 -8.343 0.289 -7.638
H67 -7.711 -1.549 -5.372
H68 -11.162 -1.905 -7.561
H69 -10.561 -0.251 -7.347
H70 -9.738 -1.353 -8.461

***

- Number 2 is which compound?
  C29H69Br6NO17P4

***

- The highest E_tot belongs to which entry?
  C29H70N8O8Si